Molecular formula: C59H136N6O12
Method: DFT, the ωB97M-V functional and the def2-TZVPD basis

Structure (XYZ):
```
213
Properties=species:S:1:pos:R:3:forces:R:3:mulliken_charge:R:1
C -9.552 -14.453 -23.778 -0.7 0.0 1.0 -0.57
O -10.302 -13.632 -22.802 0.7 -1.1 -1.2 -0.50
H -8.611 -14.833 -23.380 0.3 0.5 0.2 0.24
H -10.113 -15.374 -23.936 -0.4 0.3 0.0 0.25
H -9.406 -13.985 -24.751 0.0 0.3 0.2 0.30
H -9.796 -12.842 -22.599 0.2 0.0 -0.1 0.28
C -4.488 -15.672 -25.113 0.6 0.5 0.1 -0.46
O -3.436 -14.958 -25.774 -0.1 -0.1 0.0 -0.50
H -5.405 -15.531 -25.685 0.1 -0.4 -0.1 0.20
H -4.171 -16.708 -24.994 -0.6 -0.1 -0.1 0.28
H -4.645 -15.232 -24.128 -0.1 -0.1 0.2 0.18
H -2.645 -15.495 -25.685 0.1 0.2 -0.1 0.30
C -13.481 -22.746 -18.428 0.2 -0.9 0.8 -0.52
O -14.812 -23.245 -18.607 0.5 0.5 -0.3 -0.51
H -12.728 -23.424 -18.828 0.0 0.1 -0.7 0.27
H -13.333 -21.737 -18.813 -0.4 -0.2 -0.1 0.22
H -13.235 -22.773 -17.366 -0.1 0.5 0.3 0.25
H -14.792 -24.173 -18.363 -0.1 0.0 0.0 0.29
C -4.058 -11.677 -14.661 2.7 -0.8 0.7 -0.47
O -4.729 -10.535 -14.968 -1.5 1.5 -0.6 -0.50
H -3.165 -11.342 -14.134 0.1 0.0 0.7 0.26
H -4.536 -12.386 -13.985 -0.6 -0.1 -0.3 0.25
H -3.528 -12.164 -15.479 -0.8 -0.4 -0.6 0.14
H -5.086 -10.523 -15.860 -0.1 -0.3 0.0 0.31
C -8.410 -9.589 -18.028 1.3 -0.3 -1.0 -0.46
O -7.285 -10.396 -18.486 -0.4 0.2 0.5 -0.47
H -8.414 -8.653 -18.587 -0.1 0.2 0.1 0.26
H -9.355 -10.093 -18.229 0.0 -0.1 0.5 0.23
H -8.168 -9.374 -16.987 -0.6 -0.2 0.0 0.18
H -7.303 -10.495 -19.440 -0.2 0.1 0.0 0.27
C -5.467 -21.745 -8.927 -0.6 -0.6 1.0 -1.92
C -6.137 -21.737 -7.500 0.4 0.7 -1.1 1.61
C -5.202 -21.011 -6.507 0.6 1.3 -1.6 -0.97
C -5.350 -19.515 -6.527 1.1 1.1 0.3 -0.96
C -6.706 -19.021 -6.228 -0.3 -1.0 0.0 -0.87
C -7.660 -19.664 -7.259 -0.7 1.2 -2.4 0.74
N -7.449 -21.116 -7.501 1.6 1.9 2.5 0.72
O -8.463 -21.816 -8.143 0.1 0.0 0.3 -0.47
C -9.078 -19.480 -6.609 0.4 -1.1 -0.4 -1.71
C -7.454 -18.945 -8.730 -1.3 0.7 2.1 -1.53
C -6.213 -23.111 -6.920 -1.2 -1.7 1.6 -2.02
H -4.674 -22.483 -8.807 0.3 0.2 -0.6 0.52
H -5.098 -20.780 -9.274 0.1 0.0 0.3 0.31
H -6.189 -22.096 -9.663 0.0 -0.1 0.0 0.39
H -5.156 -21.358 -5.475 -0.3 -0.4 -0.2 0.44
H -4.218 -21.015 -6.976 0.4 -1.2 0.4 0.39
H -5.057 -19.052 -7.469 0.1 -0.4 -0.4 0.31
H -4.594 -19.126 -5.844 -0.1 0.2 0.3 0.41
H -6.718 -17.931 -6.239 -0.5 0.0 -0.3 0.46
H -6.992 -19.336 -5.225 -0.2 -0.1 0.1 0.36
H -8.974 -20.172 -5.774 -0.4 -0.2 0.2 0.44
H -9.368 -18.541 -6.138 0.6 0.4 -0.5 0.33
H -9.906 -19.835 -7.223 0.1 0.1 -0.2 0.35
H -6.528 -19.122 -9.278 -0.2 -0.7 0.2 0.28
H -8.370 -19.123 -9.295 0.3 -0.5 -0.4 0.37
H -7.468 -17.865 -8.585 0.0 0.3 0.2 0.40
H -6.753 -23.967 -7.324 0.5 0.2 -1.5 0.36
H -6.887 -23.037 -6.067 0.2 0.5 0.7 0.52
H -5.279 -23.467 -6.485 0.2 0.0 -0.4 0.39
H -8.749 -22.234 -7.328 -1.1 -0.7 -0.5 0.36
C -6.464 -20.035 -16.268 -0.6 -0.3 0.5 -1.72
C -7.833 -19.284 -16.529 2.5 1.2 0.3 1.58
C -8.142 -18.333 -15.303 -0.4 0.2 -0.2 -1.21
C -7.308 -17.054 -15.113 1.4 -1.3 -1.7 -0.80
C -7.091 -16.281 -16.454 -0.7 -0.5 2.0 -1.12
C -6.755 -17.145 -17.701 1.0 1.7 0.3 1.57
N -7.589 -18.367 -17.692 -2.3 0.2 -1.6 0.39
O -7.638 -19.078 -19.011 0.8 0.9 2.0 -0.47
C -7.033 -16.168 -18.957 -0.4 -1.2 0.9 -1.91
C -5.246 -17.500 -17.754 0.0 -0.8 -1.0 -1.82
C -8.956 -20.325 -16.735 0.7 0.3 -0.5 -1.91
H -5.850 -20.107 -17.166 -0.3 -0.3 0.0 0.34
H -6.656 -21.021 -15.845 0.0 -0.3 -0.2 0.43
H -5.837 -19.570 -15.507 -0.1 0.4 0.0 0.31
H -9.182 -18.024 -15.411 -0.3 -0.3 0.3 0.44
H -7.951 -18.901 -14.393 -0.7 -0.4 0.0 0.43
H -6.336 -17.428 -14.794 0.4 0.1 0.1 0.28
H -7.588 -16.376 -14.307 -0.6 -0.2 -0.1 0.43
H -6.324 -15.575 -16.137 0.4 0.2 -1.0 0.39
H -8.006 -15.694 -16.534 -0.1 0.0 -0.8 0.46
H -8.006 -15.696 -18.822 -0.4 -0.5 -0.4 0.38
H -6.399 -15.288 -19.062 0.7 -0.4 0.6 0.35
H -6.919 -16.759 -19.865 -0.4 0.2 -0.1 0.51
H -4.493 -16.735 -17.945 -0.5 0.7 0.4 0.42
H -4.875 -18.161 -16.971 -0.2 0.2 0.1 0.29
H -5.193 -18.064 -18.685 0.2 -0.5 -0.1 0.43
H -9.934 -19.878 -16.911 0.1 0.1 0.0 0.40
H -8.998 -21.019 -15.895 -0.1 0.4 0.4 0.39
H -8.687 -20.974 -17.568 -0.1 0.2 -0.3 0.44
H -8.380 -18.632 -19.426 -0.2 0.0 -0.1 0.32
C -16.452 -15.226 -14.669 0.5 -0.2 -0.4 -1.71
C -15.050 -15.922 -14.794 -0.2 -0.9 -0.6 1.26
C -14.081 -15.114 -15.804 -0.7 0.3 0.9 -0.99
C -13.389 -13.940 -15.163 -0.9 0.4 0.7 -0.87
C -12.681 -14.359 -13.912 0.5 1.2 -1.3 -1.19
C -13.613 -15.006 -12.915 0.1 -1.1 1.9 1.78
N -14.382 -16.133 -13.478 1.0 0.2 -2.2 0.33
O -15.218 -16.897 -12.604 -0.6 1.4 -0.2 -0.50
C -12.645 -15.676 -11.931 0.2 0.4 1.7 -2.13
C -14.461 -13.951 -12.136 -0.4 -0.8 -0.2 -1.80
C -15.205 -17.336 -15.457 0.5 -0.1 0.3 -1.80
H -17.055 -15.378 -15.564 0.3 0.1 -0.3 0.47
H -16.337 -14.151 -14.529 -0.1 0.0 0.1 0.33
H -17.094 -15.635 -13.888 0.5 -0.1 0.4 0.34
H -13.304 -15.751 -16.225 -0.3 -0.4 -0.1 0.35
H -14.691 -14.649 -16.579 -0.3 -0.7 -0.4 0.48
H -14.145 -13.242 -14.803 -0.4 0.2 -0.2 0.29
H -12.787 -13.317 -15.824 0.3 -0.4 -0.3 0.42
H -12.293 -13.412 -13.535 0.0 -0.1 0.8 0.48
H -11.760 -14.882 -14.170 -0.2 -0.8 0.2 0.38
H -12.096 -16.573 -12.219 -0.3 0.1 -0.8 0.40
H -11.886 -14.957 -11.623 0.1 0.2 0.0 0.45
H -13.125 -15.938 -10.989 -0.3 -0.1 0.1 0.53
H -15.150 -13.369 -12.748 0.6 0.4 -0.4 0.33
H -15.187 -14.460 -11.503 0.3 -0.4 0.3 0.40
H -13.833 -13.329 -11.497 0.0 0.1 -0.2 0.42
H -15.848 -18.046 -14.937 -0.5 0.5 0.0 0.36
H -14.264 -17.885 -15.459 0.5 0.4 0.2 0.45
H -15.452 -17.297 -16.518 -0.5 0.3 0.1 0.40
H -14.665 -17.382 -11.987 0.6 0.0 -0.3 0.34
C -6.359 -27.623 -13.414 -0.6 -0.5 0.5 -1.77
C -7.826 -27.408 -12.737 2.9 1.8 -1.5 1.73
C -8.561 -26.645 -13.920 0.1 -1.3 1.4 -1.46
C -10.034 -26.588 -13.664 -1.0 0.2 1.1 -0.63
C -10.507 -28.020 -13.458 0.4 -0.3 -1.2 -1.34
C -9.871 -28.750 -12.271 1.6 0.0 1.2 1.71
N -8.353 -28.727 -12.473 -2.1 0.5 -1.7 -0.05
O -7.632 -29.412 -11.497 -0.3 0.3 0.0 -0.45
C -10.274 -28.095 -10.898 0.1 -0.4 -0.9 -1.70
C -10.256 -30.227 -12.297 -0.3 0.2 -1.2 -1.91
C -7.662 -26.442 -11.494 0.3 -1.5 -0.7 -1.71
H -5.552 -27.788 -12.700 -0.2 0.0 0.2 0.40
H -6.025 -26.839 -14.094 -0.4 0.5 0.3 0.39
H -6.375 -28.504 -14.055 -0.3 -0.2 0.1 0.45
H -8.106 -25.667 -14.074 0.1 -0.2 0.1 0.45
H -8.395 -27.305 -14.772 0.0 0.3 -0.4 0.48
H -10.565 -26.017 -14.426 -0.1 -0.4 -0.3 0.42
H -10.322 -26.090 -12.738 0.5 0.6 0.2 0.27
H -10.148 -28.505 -14.366 -0.1 -0.6 0.0 0.40
H -11.588 -28.158 -13.474 -0.1 0.2 0.4 0.49
H -9.904 -28.726 -10.090 -0.1 0.0 0.2 0.43
H -9.872 -27.090 -10.773 -0.2 -0.2 -0.1 0.38
H -11.361 -28.046 -10.844 0.0 -0.1 0.1 0.39
H -11.337 -30.279 -12.173 0.0 -0.4 0.5 0.40
H -10.073 -30.582 -13.311 0.0 0.0 -0.2 0.44
H -9.658 -30.920 -11.705 -0.3 0.5 0.6 0.36
H -7.898 -27.001 -10.589 -0.1 0.3 0.2 0.29
H -8.305 -25.566 -11.581 0.3 0.0 0.2 0.29
H -6.594 -26.238 -11.428 -0.2 0.7 0.1 0.44
H -7.843 -28.923 -10.698 0.3 -0.1 0.8 0.42
C 2.666 -21.875 -14.613 -0.3 -0.5 -0.4 -1.64
C 2.682 -20.388 -14.239 1.7 0.5 -1.3 1.51
C 2.101 -19.514 -15.355 -0.2 -0.4 -2.1 -1.10
C 0.608 -19.514 -15.537 -1.3 1.0 2.4 -0.74
C 0.007 -19.144 -14.134 -1.0 -0.2 -1.1 -1.35
C 0.595 -19.854 -12.887 -1.3 -0.7 0.0 1.81
N 2.056 -19.953 -12.988 0.0 1.3 -1.9 0.31
O 2.688 -20.589 -11.953 0.0 -0.9 1.5 -0.49
C 0.216 -19.053 -11.617 0.8 0.3 0.1 -1.94
C -0.083 -21.235 -12.806 0.0 -0.6 0.0 -1.77
C 4.236 -20.035 -14.180 -0.9 0.7 0.8 -2.01
H 3.158 -22.150 -15.546 0.3 1.0 -0.4 0.44
H 1.665 -22.245 -14.836 -0.1 -0.3 0.8 0.28
H 3.299 -22.449 -13.936 -0.9 -0.2 0.6 0.36
H 2.466 -18.488 -15.321 0.0 0.0 0.5 0.39
H 2.357 -19.862 -16.356 1.3 -0.3 0.1 0.44
H 0.122 -20.397 -15.952 0.6 -0.6 0.4 0.33
H 0.239 -18.756 -16.228 0.5 0.3 -0.1 0.39
H -1.052 -19.386 -14.217 -0.2 -0.5 0.5 0.40
H -0.112 -18.064 -14.046 1.0 0.3 0.3 0.42
H 0.718 -18.088 -11.683 0.3 0.0 0.2 0.46
H -0.819 -18.791 -11.397 -0.3 -0.5 -0.8 0.37
H 0.543 -19.577 -10.719 0.3 0.0 0.0 0.40
H -1.144 -21.130 -12.581 0.0 0.1 0.1 0.48
H -0.015 -21.822 -13.722 0.0 0.3 -0.3 0.34
H 0.369 -21.901 -12.071 0.1 0.3 0.4 0.33
H 4.824 -20.644 -13.493 -0.2 -0.6 -0.2 0.39
H 4.335 -19.048 -13.729 -0.1 0.4 -0.2 0.46
H 4.718 -20.001 -15.158 -0.3 -0.2 0.0 0.39
H 3.230 -19.900 -11.563 0.1 0.0 0.2 0.35
C -0.918 -14.669 -21.036 -0.4 -0.6 -0.9 -1.88
C 0.181 -13.573 -20.926 -0.5 0.5 1.3 1.85
C 0.301 -12.946 -22.325 2.2 0.6 -1.6 -1.44
C 0.856 -11.479 -22.475 -0.4 -1.8 0.6 -0.75
C -0.066 -10.680 -21.621 0.3 0.5 1.4 -1.11
C -0.016 -11.070 -20.070 2.0 -2.1 -0.6 1.52
N -0.272 -12.566 -19.947 -0.8 1.3 -2.6 0.36
O -0.432 -13.077 -18.673 0.6 0.0 0.6 -0.51
C 1.384 -10.646 -19.398 -1.1 0.6 -1.1 -1.70
C -1.134 -10.431 -19.384 -1.4 1.8 1.2 -2.18
C 1.557 -14.116 -20.473 0.4 -0.8 0.5 -1.61
H -1.939 -14.286 -21.030 0.1 0.7 0.2 0.41
H -0.985 -15.548 -20.395 0.8 0.3 0.6 0.35
H -0.884 -15.110 -22.033 0.4 -0.1 -0.2 0.45
H 1.117 -13.518 -22.765 -0.3 -0.5 -0.4 0.41
H -0.522 -13.031 -23.035 -0.5 -0.2 0.7 0.42
H 0.866 -11.112 -23.502 -0.4 -0.4 -0.2 0.40
H 1.917 -11.491 -22.228 0.0 0.3 0.7 0.34
H -1.082 -10.848 -21.977 -0.1 -0.1 0.1 0.39
H 0.129 -9.624 -21.807 0.0 0.3 0.7 0.49
H 2.238 -11.243 -19.718 -0.3 -0.3 0.1 0.34
H 1.596 -9.642 -19.764 0.0 0.2 -0.1 0.40
H 1.350 -10.534 -18.315 -0.2 -0.5 0.0 0.39
H -2.111 -10.483 -19.866 0.1 -0.4 -0.5 0.38
H -1.316 -10.775 -18.366 0.4 -0.1 0.1 0.52
H -0.933 -9.363 -19.296 0.0 0.2 0.1 0.40
H 1.514 -14.937 -19.757 -0.7 -0.3 -0.1 0.37
H 2.136 -13.421 -19.865 -0.1 0.6 -0.5 0.31
H 2.182 -14.502 -21.278 -0.1 0.2 -0.2 0.36
H -1.381 -13.078 -18.529 -0.2 -0.1 0.1 0.34
O -11.557 -17.119 -21.192 0.0 -0.2 -0.1 -0.62
H -11.249 -16.223 -21.332 0.1 0.3 -0.1 0.30
H -11.675 -17.187 -20.245 -0.1 0.0 0.2 0.30
```
Positions in Å, forces in eV/Å.

- structure (SMILES) = CC1(C)CCCC(C)(C)N1O.CC1(C)CCCC(C)(C)N1O.CC1(C)CCCC(C)(C)N1O.CC1(C)CCCC(C)(C)N1O.CC1(C)CCCC(C)(C)N1O.CC1(C)CCCC(C)(C)N1O.CO.CO.CO.CO.CO.O
- HOMO energy (eV) = -7.875
- lowest unoccupied orbital energy (eV) = -0.134
- electronic energy (a.u.) = -3560.36873